{"formula": "C26H56N3O7P2", "method": "wB97M-V/def2-TZVPD", "charge": -1, "lumo_ev": 2.51, "max_force_ev_per_a": 3.175, "homo_ev": -3.23, "species": ["P", "P", "O", "O", "O", "O", "O", "O", "O", "N", "N", "N", "C", "C", "C", "C", "C", "C", "C", "C", "C", "C", "C", "C", "C", "C", "C", "C", "C", "C", "C", "C", "C", "C", "C", "C", "C", "C", "H", "H", "H", "H", "H", "H", "H", "H", "H", "H", "H", "H", "H", "H", "H", "H", "H", "H", "H", "H", "H", "H", "H", "H", "H", "H", "H", "H", "H", "H", "H", "H", "H", "H", "H", "H", "H", "H", "H", "H", "H", "H", "H", "H", "H", "H", "H", "H", "H", "H", "H", "H", "H", "H", "H", "H"], "xyz": [[2.16803, -0.81248, -1.17634], [1.52045, 1.07297, 0.03884], [6.04550, 2.42112, -3.49723], [-5.35036, -3.95332, 0.79069], [1.56627, 0.85219, 1.70619], [2.26168, 2.51594, -0.40031], [2.52321, -3.73803, -3.66468], [-0.42260, 1.51563, 4.36789], [2.70665, -2.33971, -2.11544], [-5.77312, -1.09511, 0.54990], [-2.16789, 2.97089, 2.56320], [1.97664, -2.83605, -3.09425], [-2.63142, 2.54680, 3.88438], [-0.88798, -0.29894, -1.22319], [-2.55682, 0.12771, 0.50163], [4.70213, 0.44257, -3.76182], [3.60126, 1.13292, -2.93482], [-1.49236, -0.58147, -0.00118], [6.07163, 0.99367, -3.42296], [-1.10227, 1.06492, -3.40387], [6.81733, 3.03062, -2.50330], [-5.24739, -3.30564, -0.46506], [4.67259, 0.01409, 1.69614], [-6.51012, -4.73254, 0.97923], [-2.65106, 3.75170, 4.82177], [-3.12887, 1.15627, -0.23382], [-1.82579, 1.36093, 4.43428], [2.35739, 0.27905, -2.72179], [-2.59385, 1.38225, -1.49172], [0.15893, 2.26906, 5.40832], [-6.02813, -1.99038, -0.57862], [-7.53470, -2.17771, -0.73940], [0.27011, -1.11931, -1.72061], [4.67526, 0.29259, 0.18121], [4.06239, -0.79269, -0.70718], [1.80806, -1.86282, 0.40713], [1.95227, -3.37975, 0.29953], [-1.50895, 0.69573, -1.99983], [3.93620, 0.59995, 2.23592], [-0.25600, 0.51116, -3.79054], [0.19810, -1.07017, -2.80247], [4.69911, -0.62873, -3.57105], [-2.83234, 3.45050, 5.85639], [-8.01353, -2.43205, 0.20667], [6.34417, 0.70358, -2.40475], [4.68006, -0.94640, -1.58875], [6.40015, 2.87052, -1.50400], [5.64506, 0.27278, 2.12089], [2.39532, -1.51921, 1.25656], [3.98949, 1.61828, -2.04678], [1.56053, 3.16606, -0.44411], [1.51160, 0.97099, -2.64045], [-2.12663, 1.12339, 5.46554], [-5.52657, -4.00073, -1.26939], [-3.44334, 4.43956, 4.52630], [-5.94294, -1.61940, 1.40443], [0.03932, -2.15440, -1.46657], [7.85524, 2.67721, -2.51269], [-3.66530, 2.20257, 3.77372], [1.27546, -3.81569, -0.43264], [-7.76390, -2.96292, -1.46351], [-1.10926, -1.39110, 0.60262], [-3.96803, 1.75083, 0.09440], [-7.98853, -1.25128, -1.09095], [-2.96755, -0.11457, 1.47599], [4.52506, 0.65197, -4.81719], [-3.06000, 2.14168, -2.10971], [-0.91291, 2.13338, -3.49591], [4.22466, -1.73340, -0.17169], [5.74279, 0.31425, -0.07520], [-1.16326, 3.11310, 2.62996], [-4.77784, -0.88882, 0.56855], [-0.36532, 2.11412, 6.35768], [-2.26400, 2.19347, 1.91361], [2.97513, -3.69930, 0.11415], [-2.04892, 0.48507, 3.82106], [1.81557, 1.63444, 2.20686], [3.29032, 1.97821, -3.55556], [-7.33993, -4.14201, 1.37819], [1.66533, -3.81584, 1.26338], [2.15704, -0.27938, -3.63826], [0.76878, -1.68564, 0.67376], [-4.18626, -3.07777, -0.58737], [0.17707, 3.33853, 5.17918], [-5.66063, -1.49093, -1.48008], [6.83776, 0.64754, -4.12361], [6.83817, 4.10311, -2.68856], [4.53294, -1.04566, 1.90084], [-1.94002, 0.85343, -4.07303], [-6.82640, -5.21160, 0.04667], [-6.26850, -5.50877, 1.70583], [1.18923, 1.92945, 5.51875], [4.35746, 1.31699, -0.01017], [-1.71333, 4.30593, 4.78417]]}

{"formula": "C18H24N5OS4W", "method": "wB97M-V/def2-TZVPD", "charge": 2, "multiplicity": 2, "e_above_lowest_ev": 1.2094, "lumo_ev": [-10.04, -10.25], "s2": 0.834, "max_force_ev_per_a": 5.626, "homo_ev": [-14.39, -14.42], "species": ["W", "S", "S", "S", "S", "O", "N", "N", "N", "N", "N", "C", "C", "C", "C", "C", "C", "C", "C", "C", "C", "C", "C", "C", "C", "C", "C", "C", "C", "H", "H", "H", "H", "H", "H", "H", "H", "H", "H", "H", "H", "H", "H", "H", "H", "H", "H", "H", "H", "H", "H", "H", "H"], "xyz": [[0.61957, -0.61253, 1.42152], [1.32920, -2.92367, 1.44074], [-0.92842, -0.32401, 2.89734], [0.53520, 1.70505, 0.96220], [2.92985, 0.19702, 1.55613], [-4.00677, -1.21627, 2.59216], [-0.47634, -1.67688, -0.21008], [-3.81659, -0.02381, 3.04650], [1.17266, 5.02558, 1.13169], [4.94454, 4.29849, 0.16473], [1.43010, -3.01188, -1.11919], [4.37868, -2.33168, -1.45024], [-2.60037, 0.56288, 2.88747], [2.00932, -2.53318, -2.41904], [2.31504, 1.79572, 1.13466], [-4.75013, 1.98800, 4.01501], [0.82811, -2.32369, -0.13328], [-2.79220, 0.88762, -1.28402], [4.65417, -0.85348, -1.69630], [2.81047, 3.07452, 1.03200], [-3.52525, 2.66087, 3.73048], [-2.49606, 1.92822, 3.19263], [4.12122, 3.54342, 0.59559], [-0.93225, -0.87875, -1.31385], [1.88744, 4.09044, 1.10625], [-2.43216, -0.60329, -1.25632], [3.44191, -3.00730, -2.48852], [-2.85754, 1.49262, -2.69002], [-4.81880, 0.63415, 3.71911], [5.23176, -0.83251, -2.62274], [2.01706, -3.70622, -0.67894], [1.32326, -2.89183, -3.23155], [-3.38009, 3.69223, 3.95803], [-2.89538, -1.14381, -2.09629], [3.44086, -4.09264, -2.25508], [3.75963, -2.87815, -3.55761], [3.90708, -2.47346, -0.44564], [-3.79980, 1.00979, -0.86287], [-5.70759, 0.02569, 3.97548], [-1.17188, -2.24278, 0.29606], [-1.60614, 2.39871, 2.90031], [-3.36558, 2.46061, -2.64901], [5.31489, -2.89557, -1.42474], [-3.38068, 0.82534, -3.40535], [-1.91962, 1.67279, -3.14148], [-0.33121, 0.05763, -1.23193], [5.20155, -0.35603, -0.90241], [-5.68046, 2.50929, 4.29697], [-2.87414, -1.07555, -0.36652], [1.95107, -1.43880, -2.43101], [3.73282, -0.24984, -1.85074], [-2.09445, 1.42205, -0.60896], [-0.64752, -1.36112, -2.22932]]}

{"formula": "C3H8N2O4S", "method": "wB97M-V/def2-TZVPD", "e_above_lowest_ev": 1.7927, "lumo_ev": 0.53, "max_force_ev_per_a": 3.723, "homo_ev": -8.65, "smiles": "NC[C@@](O)(NC=O)OSO", "species": ["S", "O", "O", "O", "O", "N", "N", "C", "C", "C", "H", "H", "H", "H", "H", "H", "H", "H"], "xyz": [[2.26955, -1.29932, -0.48759], [-0.23430, 0.11811, -1.97127], [2.29514, 2.04366, 0.52333], [2.42781, -0.74545, 0.99979], [0.63940, -1.24033, -0.46760], [0.28053, 0.97755, 0.12615], [-1.96881, -0.48579, 1.28565], [1.48340, 1.55832, -0.28571], [-0.19847, -0.11630, -0.57837], [-1.60004, -0.49584, -0.06480], [-0.03127, 0.91076, 1.08358], [-3.03716, -0.70640, 1.42665], [-1.41635, -0.96411, 1.91049], [1.60977, 1.47193, -1.44490], [2.70283, 0.12848, 1.24357], [-1.20433, 0.10578, -2.16685], [-1.65967, -1.48659, -0.63961], [-2.35803, 0.22553, -0.49252]]}

{"formula": "C21H35MnNOP2S", "method": "wB97M-V/def2-TZVPD", "multiplicity": 4, "lumo_ev": [-0.21, -0.17], "s2": 3.890, "max_force_ev_per_a": 4.270, "homo_ev": [-6.65, -6.85], "species": ["Mn", "S", "P", "P", "O", "N", "C", "C", "C", "C", "C", "C", "C", "C", "C", "C", "C", "C", "C", "C", "C", "C", "C", "C", "C", "C", "C", "H", "H", "H", "H", "H", "H", "H", "H", "H", "H", "H", "H", "H", "H", "H", "H", "H", "H", "H", "H", "H", "H", "H", "H", "H", "H", "H", "H", "H", "H", "H", "H", "H", "H", "H"], "xyz": [[0.18935, -0.27936, -0.28143], [0.42303, 1.55878, 0.96126], [-2.44735, -0.13467, -0.22718], [2.52598, -0.40090, -0.66753], [-0.96093, -2.23431, -0.03724], [-0.05061, 0.31058, -1.94232], [-0.04116, 2.60667, -2.66115], [0.66556, -3.78647, 0.70339], [0.01977, 3.50619, -3.70731], [-1.06168, 1.62163, 4.70193], [0.84578, 0.12714, 4.70589], [0.06651, 3.04270, -5.03257], [-0.04263, 1.19045, -2.91490], [3.64581, -0.43923, 0.77234], [-3.24922, -0.13381, 1.40926], [-3.40800, -1.31344, -1.23344], [1.06430, 0.39268, 3.35656], [0.04883, 1.66473, -5.31419], [-2.98452, 1.48230, -0.94192], [-0.21966, 0.73144, 5.37612], [3.01773, -1.80085, -1.73447], [3.12416, 1.06198, -1.60695], [-0.81121, -2.53533, 2.36682], [-0.01413, 0.74851, -4.28655], [-0.13317, -2.55173, 0.99356], [0.19675, 1.25898, 2.66285], [-0.85712, 1.89548, 3.35620], [0.02820, 4.58143, -3.48607], [-4.46334, -1.00143, -1.31581], [1.88139, -0.07352, 2.80960], [-1.49381, 2.58689, 2.80067], [4.11006, -1.91630, -1.73381], [-0.92388, -1.51363, 2.75235], [2.71122, 1.97914, -1.17049], [-0.39454, 0.50665, 6.43227], [-2.48733, 2.29596, -0.39411], [-0.07838, 2.93866, -1.61058], [0.11450, 3.76305, -5.85238], [-2.67421, 1.53031, -1.99265], [1.24832, -4.14377, 1.56051], [2.78330, 0.99383, -2.64706], [1.51666, -0.56374, 5.22367], [2.66735, -1.60288, -2.75524], [2.55133, -2.72915, -1.38202], [-4.08070, 1.58883, -0.86650], [-0.03399, -4.59722, 0.42434], [-4.34047, -0.09242, 1.29570], [0.08360, 1.31184, -6.34071], [3.52732, 0.47616, 1.36113], [-2.90608, 0.72528, 1.99313], [0.72051, -1.23329, 0.83943], [3.38518, -1.29542, 1.40174], [1.32389, -3.62577, -0.13663], [4.68546, -0.52969, 0.43412], [-1.88804, 2.10248, 5.23211], [-1.82090, -2.99803, 2.29990], [-3.33735, -2.30853, -0.76600], [4.21999, 1.10620, -1.58184], [-0.23334, -3.11258, 3.11557], [-0.03579, -0.32836, -4.44067], [-2.94991, -1.36275, -2.21949], [-2.96837, -1.04837, 1.93876]]}

> Number 3 is which compound?

C3H8N2O4S